Record 1
Entry from OMol25: the ion C3H7N3P with charge +1 (wB97M-V/def2-TZVPD).

Calculated values
Lowest unoccupied orbital energy (spin up / spin down) (eV): -5.617 / -5.617
DFT total energy (eV): -16971.243
Relative energy (zero: lowest compared OMol25 entry of this formula, charge and spin) (kcal/mol): 111.9
M (g mol⁻¹): 116.08
SMILES: C=P(N)=C=[N+]=NC
Kohn-Sham gap (spin up / spin down) (eV): 7.62 / 7.62
Net charge: +1

```
14
Properties=species:S:1:pos:R:3:forces:R:3:mulliken_charge:R:1
P -1.798732 0.139954 -0.125527 1.0591 3.5076 1.0081 0.626
N 1.048223 0.031705 0.090670 2.9950 -0.0602 0.8110 0.638
N 2.183220 -0.224662 0.385886 -1.4900 -0.6796 0.0653 -0.624
N -2.123276 1.801364 0.215647 -2.4798 -0.2587 -0.8994 -0.545
C -2.980204 -0.991025 0.000634 3.9069 -0.2071 -0.7799 -0.633
C 3.489723 0.259388 0.019644 0.3055 0.4352 -2.4029 -0.537
C -0.097186 0.319175 0.216799 -2.6846 -0.8286 -0.7049 0.042
H -3.887999 -0.579322 0.136898 -3.2433 1.1539 0.3714 0.304
H -2.838825 -1.991259 -0.356160 0.1190 -0.3889 0.2763 0.304
H 3.787194 1.098827 0.658032 -0.2875 -0.0333 -0.1250 0.294
H 4.161946 -0.586678 0.248238 -0.1928 0.5718 -0.4915 0.251
H 3.511903 0.587539 -1.120879 0.1645 -0.7430 2.3845 0.290
H -1.590723 2.562483 -0.202392 1.1518 -0.8722 0.0944 0.301
H -3.071985 2.243452 0.078075 0.6761 -1.5970 0.3927 0.290
```
Positions in Å, forces in eV/Å.

Record 2
Entry from OMol25: the molecule C3H7N3S (wB97M-V/def2-TZVPD).

Calculated values
Lowest unoccupied orbital energy (eV): 0.851
DFT total energy (eV): -18525.858
Relative energy (zero: lowest compared OMol25 entry of this formula, charge and spin) (kcal/mol): 106.4
M (g mol⁻¹): 117.18
SMILES: C1=NSCCNN1
Kohn-Sham gap (eV): 9.07
Net charge: 0

```
14
Properties=species:S:1:pos:R:3:forces:R:3:mulliken_charge:R:1
S -1.642999 -0.046411 -0.131017 3.0636 -0.2993 0.9943 0.015
N 1.466714 0.590586 0.573294 -1.7559 0.5270 -3.0499 -0.320
N 1.298876 -0.200555 -0.699938 2.3295 -3.9886 0.6834 -0.504
N -0.712403 1.358145 -0.179731 1.8439 1.8024 0.7207 -0.349
C 0.728172 -1.638181 -0.254391 2.2359 2.5433 -2.2617 -0.324
C 0.518536 1.682292 0.129947 -1.9956 -1.3865 -0.0712 0.073
C -0.328186 -1.240864 0.651421 -4.3013 -0.4674 1.6265 -0.739
H -0.847519 -2.180101 0.849460 -0.7365 -0.0221 0.1150 0.419
H 2.240403 -0.510063 -1.118683 -1.2949 1.2716 0.9872 0.263
H 1.448230 -2.216786 0.429071 -0.5083 0.3506 -1.7107 0.264
H 0.821218 2.742261 -0.104963 -0.0538 -1.2893 0.6095 0.328
H 0.436784 -2.031902 -1.366498 0.4619 0.2113 3.2157 0.275
H 2.453836 0.736339 0.680189 0.2101 1.0855 0.0431 0.269
H -0.148399 -0.853889 1.710458 0.5014 -0.3386 -1.9020 0.331
```
Positions in Å, forces in eV/Å.

Record 3
Entry from OMol25: the molecule C3H7N3S (wB97M-V/def2-TZVPD).

Calculated values
Lowest unoccupied orbital energy (eV): 0.750
DFT total energy (eV): -18527.596
Relative energy (zero: lowest compared OMol25 entry of this formula, charge and spin) (kcal/mol): 66.3
M (g mol⁻¹): 117.18
SMILES: C1=NSCCNN1
Kohn-Sham gap (eV): 8.23
Net charge: 0

```
14
Properties=species:S:1:pos:R:3:forces:R:3:mulliken_charge:R:1
S -1.444275 1.489780 -0.502935 -0.0895 -0.7516 0.5094 0.000
N 1.336628 -0.087082 -0.383572 1.6140 0.6076 0.9153 -0.261
N 0.098029 1.865118 -0.957582 0.9714 0.4365 -0.4195 -0.416
N 0.225743 -0.862596 -0.581743 1.3237 -3.8315 -3.0678 -0.344
C 1.181776 1.209464 -0.850915 0.4938 0.4997 -0.1138 0.024
C -0.690269 -1.103959 0.508937 2.3284 1.3267 1.5766 -0.475
C -1.244068 0.316061 0.875948 1.0691 -0.1587 0.5531 -0.613
H 2.283444 -0.547499 -0.239289 -1.8427 1.1663 -0.2788 0.265
H -0.624344 0.815859 1.684685 -0.6761 -0.6557 -0.9812 0.266
H -0.158936 -1.586364 1.417497 -0.9200 0.7068 -1.0631 0.218
H 2.101092 1.742296 -1.169206 -0.4048 -0.5063 0.2718 0.346
H -2.239697 0.208556 1.236945 -0.8717 -0.0040 0.5990 0.376
H 0.608693 -1.697681 -1.198381 -1.9721 1.8393 1.9352 0.244
H -1.433816 -1.761951 0.159612 -1.0235 -0.6750 -0.4361 0.370
```
Positions in Å, forces in eV/Å.